Computed, not measured: 11 unconnected molecules or ions with the total composition C48H92N4O28 at a distorted geometry, with ωB97M-V/def2-TZVPD.

```
172
Properties=species:S:1:pos:R:3
C 1.4597 0.9138 -7.8014
C 0.7533 -0.0227 -6.8116
C -0.4523 0.6866 -6.2034
C 0.1502 -1.1757 -7.6552
C 1.2214 -2.1208 -8.1614
C 1.9234 -2.7137 -6.9159
C 2.5887 -1.5999 -6.0696
C 3.0797 -2.2631 -4.7768
C 3.9005 -1.0705 -6.7536
N 1.5935 -0.5797 -5.7566
O 1.9725 0.3431 -4.7774
H 2.4741 0.6259 -8.0626
H 0.8797 1.0373 -8.7194
H 1.4409 1.9422 -7.4280
H -1.2566 0.7954 -6.9295
H -0.8366 0.1473 -5.3346
H -0.1429 1.6637 -5.8238
H -0.6036 -1.7361 -7.0996
H -0.3256 -0.7064 -8.5169
H 0.8155 -2.9493 -8.7468
H 1.9447 -1.6587 -8.8369
H 2.6908 -3.4537 -7.1411
H 1.1222 -3.1704 -6.3316
H 3.5535 -1.5731 -4.0816
H 3.6423 -3.1962 -4.8116
H 2.1876 -2.6248 -4.2452
H 4.8057 -1.5696 -6.3968
H 4.2029 -0.0620 -6.4538
H 3.8448 -1.1267 -7.8403
H 1.3907 0.1268 -4.0381
C 0.7153 -1.6826 -1.4215
O 0.5873 -0.6172 -2.3572
C -0.2496 0.4484 -1.8525
C 0.5751 1.4332 -1.0145
N 1.1785 0.9764 0.2445
C 0.1424 0.4349 1.1283
C 0.5482 0.2050 2.5918
O -0.3868 -0.6953 3.1426
C -0.0656 -1.1312 4.4712
H 1.3094 -2.4350 -1.9464
H -0.2460 -2.1702 -1.2619
H 1.3098 -1.5271 -0.5249
H -1.0608 0.0181 -1.2646
H -0.6640 0.9202 -2.7416
H 0.0773 2.3748 -0.7634
H 1.4001 1.8180 -1.6236
H 1.9037 0.3032 0.0267
H -0.1666 -0.5446 0.7501
H -0.6942 1.1349 1.0889
H 0.6121 1.1416 3.1573
H 1.5712 -0.1886 2.6780
H 0.9497 -0.8070 4.7107
H -0.1475 -2.2160 4.4636
H -0.7058 -0.6748 5.2263
C -2.1697 0.2799 7.5468
O -1.9194 -1.1040 7.5014
C -2.9744 -1.7608 6.7958
C -2.7089 -3.2762 6.7722
N -3.6554 -4.0219 5.9244
C -5.0250 -4.0778 6.4508
C -5.0589 -4.9108 7.7586
O -6.3037 -5.1514 8.3392
C -7.1419 -6.0148 7.6212
H -1.2984 0.7009 8.0497
H -3.0850 0.5270 8.0949
H -2.2476 0.8073 6.5886
H -3.0035 -1.4370 5.7511
H -3.9160 -1.5859 7.3219
H -2.5712 -3.7355 7.7505
H -1.7164 -3.4721 6.3534
H -3.6374 -3.5764 5.0158
H -5.5827 -4.5958 5.6696
H -5.4808 -3.1121 6.6897
H -4.4140 -4.3907 8.4650
H -4.5601 -5.8679 7.5586
H -8.0968 -6.2540 8.0800
H -6.6356 -6.9840 7.4975
H -7.2907 -5.7042 6.5822
C 0.6719 5.5138 1.6273
O 1.5185 6.3974 0.8758
C 1.3345 7.7591 1.1224
C 2.2972 8.6041 0.2971
N 2.5079 8.2324 -1.1109
C 1.3330 8.5970 -1.9477
C 0.3574 7.4450 -2.1399
O 1.1641 6.2883 -2.3995
C 0.4425 5.0751 -2.3814
H 1.4477 5.1106 2.2847
H 0.2586 4.7269 0.9975
H -0.1370 5.9597 2.2052
H 1.5530 8.0754 2.1515
H 0.2955 8.0309 0.8983
H 3.3139 8.5720 0.7071
H 2.1281 9.6737 0.4447
H 2.4361 7.2208 -1.1912
H 1.6473 8.8837 -2.9582
H 0.9023 9.5317 -1.5833
H -0.3379 7.5173 -2.9790
H -0.2086 7.3255 -1.2091
H -0.2449 4.9863 -3.2274
H -0.0527 4.9294 -1.4188
H 1.2021 4.3040 -2.5171
O -3.3042 0.8415 -0.6297
C -3.7723 1.0179 -1.7094
O -5.0658 0.7626 -2.0592
C -5.2651 0.9382 -3.4857
C -4.1191 1.8860 -3.7832
O -3.1664 1.4860 -2.8311
H -5.1563 -0.0597 -3.9075
H -6.2250 1.4094 -3.6764
H -4.2828 2.9576 -3.6528
H -3.7114 1.7263 -4.7817
O 3.4802 -5.6454 1.3600
C 3.6333 -4.5961 1.8915
O 2.7700 -3.9762 2.7541
C 3.2746 -2.6253 2.9849
C 4.7404 -2.7467 2.6189
O 4.7201 -3.8301 1.7311
H 2.8018 -1.9821 2.2413
H 3.1162 -2.2457 3.9902
H 5.4016 -2.9395 3.4678
H 5.1319 -1.8242 2.1894
O -0.8578 3.1937 3.6619
C -1.8717 2.6894 3.2877
O -2.6099 3.0399 2.1879
C -3.8147 2.3056 2.2559
C -3.4649 1.0910 3.0830
O -2.4802 1.7005 3.9690
H -4.5828 2.8906 2.7713
H -4.2667 2.0542 1.2980
H -2.9698 0.3159 2.5002
H -4.3040 0.7607 3.6870
O 4.6106 -0.2286 4.8887
C 4.3271 0.6947 4.1925
O 4.5511 0.7988 2.8432
C 3.8382 1.9251 2.2983
C 3.4027 2.6609 3.5660
O 3.7699 1.8105 4.6418
H 4.4312 2.5259 1.6104
H 2.9162 1.6937 1.7642
H 2.3115 2.6604 3.5627
H 3.7616 3.6798 3.6902
O 3.5440 -2.6558 -0.6903
C 4.0397 -1.6067 -0.9571
O 3.6404 -0.3729 -0.5261
C 4.6042 0.5844 -0.9538
C 5.3313 -0.1374 -2.0916
O 5.0822 -1.5255 -1.8000
H 4.1028 1.4317 -1.4191
H 5.2891 0.8333 -0.1457
H 6.3994 0.0048 -1.9406
H 4.9501 0.0996 -3.0819
O -1.0423 -4.9875 -0.6071
C -1.0367 -4.9047 0.5863
O -0.6490 -3.8237 1.3109
C -0.7134 -4.0957 2.6954
C -1.0959 -5.6105 2.7798
O -1.4519 -5.8435 1.4101
H 0.2925 -4.0099 3.1029
H -1.4246 -3.4728 3.2364
H -1.9878 -5.8459 3.3497
H -0.1842 -6.1276 3.0690
O -4.5519 -2.0398 -5.2935
C -3.5563 -2.3160 -4.6848
O -2.3261 -2.2974 -5.1920
C -1.3725 -2.7024 -4.2158
C -2.1933 -2.8410 -2.9073
O -3.5332 -2.6955 -3.3970
H -0.8738 -3.6198 -4.5202
H -0.6539 -1.9024 -4.0403
H -2.0039 -1.9965 -2.2471
H -2.1751 -3.8095 -2.4158
```

SMILES string	CC1(C)CCCC(C)(C)N1O.COCCNCCOC.COCCNCCOC.COCCNCCOC.O=C1OCCO1.O=C1OCCO1.O=C1OCCO1.O=C1OCCO1.O=C1OCCO1.O=C1OCCO1.O=C1OCCO1
energy relative to the best compared isomer or geometry (same formula, charge and spin)	487.0	kJ/mol
total energy	-114552.5567	eV
E_HOMO	-8.14	eV
total charge	0
orbital gap	0.3076	hartree